[1]
# C6H12N2O3

A cluster of 2 separate species, C6H12N2O3 in total at a distorted geometry (the ωB97M-V functional and the def2-TZVPD basis, the OMol25 dataset).

XYZ file:
```
23
Properties=species:S:1:pos:R:3:forces:R:3:lowdin_charge:R:1
C -1.0052 1.1699 -0.3731 -0.4 0.3 -2.8 -0.047
N -0.9140 0.1557 0.6071 0.8 -0.1 2.5 -0.427
C -2.1343 -0.6059 0.7919 -0.4 -1.9 1.3 -0.033
C -0.5231 0.9047 1.8739 -2.0 -0.4 1.2 -0.007
C 0.2091 -0.7689 0.3979 2.5 -0.6 -1.5 -0.121
C 1.5185 -0.1691 0.2294 -0.3 2.3 1.3 -0.544
N 2.3480 -0.9115 -0.6144 1.4 -0.8 1.1 0.087
O 1.9669 0.9362 0.7239 -0.8 -2.2 -1.2 -0.089
H -1.8843 1.7679 -0.4276 -1.0 0.4 0.9 0.103
H -0.1593 1.7924 -0.2910 1.0 0.7 -0.1 0.095
H -1.0038 0.6562 -1.3071 0.3 -0.2 -1.0 0.089
H -2.6031 -0.8793 -0.1539 0.5 -0.3 -0.1 0.103
H -1.8036 -1.5341 1.4214 -1.0 1.7 -1.2 0.144
H -2.8907 -0.0092 1.2970 0.2 0.1 0.3 0.091
H -0.3613 0.1148 2.5817 0.0 -0.4 0.6 0.082
H 0.5158 1.2741 1.6449 -1.2 0.8 0.4 0.082
H -1.4880 1.4717 2.2762 2.4 -0.4 -1.2 0.144
H 0.1352 -1.5797 -0.3798 -1.2 1.1 0.8 0.106
H 1.9666 -1.8507 -0.5282 0.6 -0.3 -0.5 0.083
H 3.3539 -0.9099 -0.2946 -1.6 0.2 -0.5 0.136
O 0.5106 -0.5745 -2.9020 -4.7 -1.0 1.0 0.215
C 1.5817 -0.3427 -3.1336 3.7 0.7 -0.9 -0.493
O 2.6644 -0.1078 -3.4400 1.1 0.3 -0.4 0.202
```
Forces are in eV/Å.

Summary:
Gap between HOMO and LUMO, hartree: 0.2980
HOMO energy, eV: -7.5281
Charge: 0
Lowest unoccupied orbital energy, eV: 0.58

[2]
# C6H12N2O3

The molecule C6H12N2O3 at a distorted geometry (the ωB97M-V functional and the def2-TZVPD basis, the OMol25 dataset).

XYZ file:
```
23
Properties=species:S:1:pos:R:3:forces:R:3:lowdin_charge:R:1
C 0.5459 0.3771 1.8618 -1.1 -1.9 3.6 -0.074
C 0.9677 1.2349 0.7938 1.8 1.9 -3.6 -0.393
N 1.2146 2.6783 1.1127 0.3 -1.9 -1.1 0.054
C -0.1854 1.2946 -0.2117 0.1 0.5 -0.5 -0.405
O -0.9882 2.1986 -0.0418 0.1 -1.3 -0.9 0.079
N -0.2594 0.4176 -1.3475 1.4 -0.2 2.0 0.128
C -0.0341 -1.0661 -1.3639 0.5 0.7 -1.5 -0.286
C 1.3978 -1.5400 -1.5051 0.8 2.7 -0.5 -0.032
C -0.6525 -1.7445 -0.2016 -2.9 1.7 -0.3 -0.522
O -0.3002 -2.6009 0.5322 1.0 -1.1 0.2 0.149
O -1.9268 -1.1854 -0.0527 0.9 -1.2 0.1 0.077
H -0.0651 0.9094 2.6342 0.1 -0.1 -0.9 0.110
H 1.4108 0.0594 2.4727 -0.4 -0.4 -0.4 0.097
H -0.0902 -0.4863 1.5231 1.1 0.8 0.7 0.077
H 1.9371 0.8140 0.2611 -1.9 0.9 1.0 0.163
H 0.3911 3.0804 1.5214 0.0 0.2 0.4 0.066
H 2.0503 2.7291 1.6456 0.4 0.4 0.8 0.055
H -1.1346 0.5964 -1.7335 -1.7 0.5 -1.0 0.096
H -0.6357 -1.3718 -2.2768 0.7 0.0 1.1 0.180
H 1.8303 -1.1711 -2.4669 -0.4 -0.4 0.6 0.098
H 1.3959 -2.6067 -1.4858 0.5 -0.6 0.4 0.075
H 1.9965 -0.9902 -0.7151 -0.4 -1.4 -0.7 0.090
H -2.2874 -1.8687 0.5225 -0.9 0.3 0.5 0.118
```
Forces are in eV/Å.

Summary:
Gap between HOMO and LUMO, hartree: 0.3637
HOMO energy, eV: -9.3406
Charge: 0
Lowest unoccupied orbital energy, eV: 0.56

[3]
# C6H12N2O3S

The molecule C6H12N2O3S at a distorted geometry (the ωB97M-V functional and the def2-TZVPD basis, the OMol25 dataset).

XYZ file:
```
24
Properties=species:S:1:pos:R:3:forces:R:3:lowdin_charge:R:1
C 2.7739 0.3871 -1.9057 -0.8 -1.2 -1.6 -0.075
C 1.4133 1.1535 -1.8160 2.3 -0.7 0.1 -0.241
O 0.5094 0.4515 -1.0398 -0.9 -0.4 2.1 -0.059
C 0.2215 1.0238 0.2171 -0.9 -1.6 -2.0 -0.520
O 0.4360 2.1373 0.5325 1.1 2.2 0.4 0.143
N -0.4837 0.1528 0.9407 0.5 -0.8 -0.1 -0.116
C -1.2313 0.5153 2.1176 -0.7 0.9 -0.6 -0.040
C -0.8153 -1.0987 0.4145 -2.4 -3.9 2.7 -0.516
S -2.6259 -1.2740 0.2952 -1.3 -0.4 -0.9 0.783
C -0.4354 -2.3636 1.5352 0.6 2.7 -2.6 -0.542
N 0.8381 -2.6426 1.1979 2.0 -2.7 1.7 0.139
O -1.0858 -2.7795 2.4380 -0.4 -0.1 0.7 0.062
H 3.5044 1.0649 -2.4318 -0.6 -1.2 0.0 0.088
H 3.1835 0.1861 -0.9551 0.4 0.4 1.6 0.036
H 2.6696 -0.7346 -2.2656 0.2 2.5 -0.3 0.107
H 0.9523 1.1962 -2.8147 0.4 1.0 0.4 0.132
H 1.6776 2.0171 -1.1878 -0.5 0.7 -1.4 0.116
H -1.2366 -0.3276 2.7592 0.4 -0.6 1.1 0.067
H -0.7975 1.4115 2.5504 -0.2 -0.1 0.1 0.105
H -2.3075 0.6028 1.8372 0.8 0.7 0.2 0.067
H -0.4164 -1.4589 -0.5307 0.0 0.8 0.2 0.097
H -3.0659 -1.6349 1.5501 0.9 0.1 -0.6 -0.089
H 1.0452 -2.6355 0.2072 0.3 0.1 0.4 0.097
H 1.3533 -3.3764 1.8032 -1.2 1.5 -1.6 0.160
```
Forces are in eV/Å.

Summary:
Gap between HOMO and LUMO, hartree: 0.3495
HOMO energy, eV: -9.0232
Charge: 0
Lowest unoccupied orbital energy, eV: 0.49

[4]
# C6H12N2O3S

The molecule C6H12N2O3S at a distorted geometry (the ωB97M-V functional and the def2-TZVPD basis, the OMol25 dataset).

XYZ file:
```
24
Properties=species:S:1:pos:R:3:forces:R:3:lowdin_charge:R:1
C 2.9436 0.9135 -0.2517 1.6 1.3 0.9 -0.076
C 1.5225 0.8161 0.2589 -2.4 -0.2 0.5 -0.222
C 0.7662 -0.2765 -0.2273 2.1 3.5 1.3 -0.069
C -0.6022 -0.5650 -0.0615 -1.4 -0.8 2.1 -0.266
C -1.3441 0.0243 1.2083 -1.6 -0.7 -1.1 -0.027
C -1.1267 -1.5012 -0.9040 -2.3 1.4 2.1 -0.122
S -2.8327 -2.1099 -0.9718 -3.6 -1.5 1.1 0.748
O -3.3390 -2.9215 0.2155 2.2 2.4 -3.0 -0.361
O -3.8572 -1.1575 -1.5058 3.4 -2.1 1.0 -0.321
O -2.5040 -3.2438 -2.1599 -0.7 3.4 -0.3 -0.192
N 1.0441 1.8502 1.1947 1.0 -2.2 -1.4 -0.084
N 1.5911 3.1532 1.0325 -0.2 0.0 0.3 -0.019
H 3.2488 -0.0972 -0.5990 0.0 0.9 0.2 0.082
H 3.6686 1.2978 0.5752 -1.2 -1.1 -1.0 0.102
H 3.1766 1.6945 -1.0343 -0.8 -1.0 0.4 0.091
H 1.2843 -0.8176 -0.9624 0.6 -0.9 -0.8 0.086
H -1.5834 1.0856 1.0324 -0.3 -0.4 -0.3 0.080
H -0.8839 0.0647 2.2185 0.5 -0.8 -0.9 0.084
H -2.3062 -0.5765 1.3290 1.1 1.0 -0.1 0.089
H -0.6022 -1.9673 -1.6629 1.1 -0.6 -1.4 0.060
H -2.3750 -4.0879 -1.7946 0.1 -1.8 1.2 0.045
H 0.2258 1.6255 1.8464 2.1 1.2 -1.6 0.124
H 2.6336 3.2086 1.0571 -1.4 -0.5 0.2 0.083
H 1.2515 3.5879 0.1667 0.2 -0.4 0.4 0.083
```
Forces are in eV/Å.

Summary:
Gap between HOMO and LUMO, hartree: 0.3012
HOMO energy, eV: -8.2966
Charge: 0
Lowest unoccupied orbital energy, eV: -0.10

[5]
# C6H12N2O4

A structure of composition C6H12N2O4 at a distorted geometry (the ωB97M-V functional and the def2-TZVPD basis, the OMol25 dataset).

XYZ file:
```
24
Properties=species:S:1:pos:R:3:forces:R:3:lowdin_charge:R:1
C -1.1885 -0.6495 1.5120 0.1 -0.7 0.4 -0.115
C -0.9694 -0.9115 -0.1386 -1.6 -0.9 7.8 -0.348
C -1.0384 0.3631 -0.8842 1.6 -2.3 -0.6 -0.408
C -0.0570 1.4639 -0.5719 -1.1 -1.9 0.8 -0.200
C 1.2213 0.8358 -1.0689 3.6 3.0 2.6 -0.381
C 1.6753 -0.3474 -0.2565 -2.0 -2.6 -2.8 -0.182
H -0.8605 -2.6703 1.8964 -3.3 2.9 1.3 0.149
H -0.3246 0.0157 1.9557 -0.9 -2.2 -0.6 0.123
H -2.0004 0.0448 1.7470 -0.2 -0.4 -0.6 0.096
H -0.8685 -2.2987 -1.3072 0.0 -0.8 -1.9 0.046
H -0.6210 -0.1538 -1.8686 -1.8 2.1 0.1 0.185
H -2.9101 -0.0695 -0.8474 1.6 3.5 0.9 0.212
H -0.4307 2.1593 -1.2879 0.3 1.6 -0.1 0.156
H 0.5591 2.6200 0.9040 1.2 1.2 -0.1 0.067
H 1.3772 0.5030 -2.0666 -1.0 0.0 -1.3 0.146
H 2.6338 1.3140 0.2222 -0.4 1.9 -3.7 0.206
H 1.0067 -1.3153 -0.6538 2.6 2.0 2.1 0.173
H 2.8897 -1.1505 1.0071 0.1 2.3 -1.5 0.148
N -1.0308 -2.1638 -0.3406 0.4 1.3 -0.5 0.142
N 2.7320 -0.2363 0.4168 -0.6 -2.5 2.3 0.105
O -1.6241 -1.9443 2.2427 4.8 0.0 -2.8 -0.181
O -2.3129 0.8077 -0.6308 -3.4 -3.2 -2.3 0.011
O -0.0770 1.9324 0.8749 -0.8 -2.2 -3.4 0.007
O 2.2188 1.8511 -0.8558 1.0 -2.0 3.8 -0.157
```
Forces are in eV/Å.

Summary:
Gap between HOMO and LUMO, hartree: 0.3715
HOMO energy, eV: -9.9440
Charge: 0
Lowest unoccupied orbital energy, eV: 0.16

[6]
# C6H12N3

The ion C6H12N3 with charge +1 at a distorted geometry (the ωB97M-V functional and the def2-TZVPD basis, the OMol25 dataset).

XYZ file:
```
21
Properties=species:S:1:pos:R:3:forces:R:3:lowdin_charge:R:1
C 2.0712 1.5789 -0.5449 -0.6 0.4 1.0 -0.062
C 0.0744 0.4295 0.0682 4.4 -1.0 -1.7 0.017
C -1.5981 -0.8975 -1.0801 1.3 -1.0 0.5 -0.015
C -2.2364 0.8326 0.7136 -2.2 1.2 -0.3 -0.069
C 2.1666 -1.6972 0.6137 -1.8 3.0 1.1 -0.020
C -1.1897 -0.1765 0.2323 -1.6 -0.5 1.0 -0.428
N 2.6810 0.4966 -0.3576 -0.3 -1.1 0.0 0.050
N 0.5854 1.5324 -0.2746 1.7 2.2 0.5 0.149
N 1.9964 -0.5700 -0.2841 -3.8 1.0 -0.2 0.014
H 2.5998 2.4983 -0.6555 -0.3 0.6 -0.3 0.126
H -2.5340 -1.4081 -0.9164 -0.2 -0.3 0.3 0.085
H -0.8011 -1.6583 -1.3999 -1.2 1.3 0.2 0.119
H -1.8134 -0.1324 -1.7974 0.3 0.3 -0.8 0.083
H -3.3570 0.3505 0.6676 2.9 1.0 0.9 0.153
H -2.3723 1.6635 -0.0422 0.4 -0.7 0.7 0.088
H -1.8833 1.3468 1.6945 -1.2 -1.2 -1.4 0.117
H 3.0811 -2.0780 0.3988 3.0 -1.3 0.1 0.070
H 1.8879 -1.3829 1.6174 1.1 -0.1 0.4 0.102
H 1.4275 -2.3843 0.3981 -1.4 -1.6 -1.1 0.062
H -1.0581 -0.8768 1.0615 -0.1 -0.5 -0.2 0.150
H 0.2722 2.5330 -0.1128 -0.4 -1.7 -0.5 0.210
```
Forces are in eV/Å.

Summary:
Gap between HOMO and LUMO (spin up / spin down), hartree: 0.3229 / 0.3229
HOMO energy (spin up / spin down), eV: -13.4364 / -13.4368
Charge: +1
Lowest unoccupied orbital energy (spin up / spin down), eV: -4.65 / -4.65

Total energy for the records above, in order: -570.98026, -571.04225, -969.21019, -969.09481, -646.04563, -399.66421 hartree
Energy above the lowest of the compared OMol25 structures with the same formula, charge and spin for the records above, in order: 76.91, 38.02, 52.65, 125.05, 182.50, 136.06 kcal/mol